The following is a quantum chemistry calculation of 3 unconnected molecules or ions with the total composition C19H40FN6, from OMol25.

```
! RIJCOSX wB97M-V def2-TZVPD def2/J DEFGRID3
* xyz 1 1
C 0.93 -2.27 1.18
C 0.88 -3.58 0.45
N 1.93 -4.03 -0.08
C -0.42 -4.36 0.47
N -1.52 -3.77 -0.30
C -2.79 -3.59 0.12
N -3.22 -3.89 1.38
N -3.55 -3.06 -0.85
C -2.72 -2.92 -1.85
F -3.02 -2.45 -2.99
N -1.48 -3.35 -1.60
C -0.34 -3.33 -2.52
C 0.36 -2.00 -2.42
N 1.10 -1.57 -3.34
H 1.28 -1.50 0.49
H -0.02 -1.96 1.61
H 1.68 -2.34 1.96
H 1.78 -4.95 -0.49
H -0.28 -5.40 0.19
H -0.81 -4.35 1.49
H -3.30 -4.84 1.68
H -3.51 -3.15 2.00
H -0.70 -3.49 -3.54
H 0.35 -4.12 -2.24
H 0.19 -1.44 -1.50
H 1.46 -0.67 -3.03
C -2.02 0.23 0.70
C -3.06 0.31 1.81
C -2.86 1.52 2.73
C -1.53 1.54 3.47
C -1.25 0.30 4.33
C -2.27 0.09 5.44
H -1.01 0.11 1.10
H -2.22 -0.63 0.05
H -2.04 1.12 0.08
H -3.04 -0.61 2.40
H -4.05 0.37 1.36
H -3.69 1.55 3.45
H -2.94 2.43 2.14
H -1.50 2.42 4.11
H -0.71 1.66 2.76
H -0.26 0.40 4.77
H -1.21 -0.60 3.70
H -2.30 0.95 6.10
H -2.01 -0.78 6.05
H -3.27 -0.08 5.05
C 1.62 2.00 -1.00
C 2.73 1.98 -2.06
C 3.85 2.99 -1.81
C 3.40 4.45 -1.83
C 2.71 4.90 -3.12
C 3.60 4.79 -4.35
H 1.10 2.96 -0.97
H 0.88 1.23 -1.23
H 2.03 1.80 -0.01
H 2.29 2.14 -3.05
H 3.17 0.98 -2.08
H 4.63 2.84 -2.56
H 4.31 2.78 -0.85
H 4.27 5.08 -1.66
H 2.73 4.64 -0.98
H 2.39 5.94 -3.00
H 1.79 4.32 -3.28
H 4.50 5.39 -4.23
H 3.08 5.16 -5.24
H 3.90 3.76 -4.55
*
```

Summary:
Energy relative to the best compared isomer or geometry (same formula, charge and spin): 0.0 kJ/mol
Max |F|: 0.92 eV/A
Orbital gap: 9.3657 eV
E: -1176.07304 a.u.
Highest occupied orbital energy: -12.77 eV